# 1
Computed, not measured: a structure of composition C63H52NOP3Rb, with ωB97M-V/def2-TZVPD.

XYZ file:
```
121
C63H52NOP3Rb ωB97M-V/def2-TZVPD
Rb 0.034 -0.699 -0.274
P 1.953 -0.733 2.570
P -2.158 -1.098 2.147
P -0.871 1.599 -2.275
O -0.183 -1.178 4.314
N 0.823 1.870 0.705
C 0.888 -0.886 5.112
C -4.770 0.055 1.786
C 3.566 -0.026 2.049
C 0.942 -3.049 -2.172
C 4.919 1.963 1.775
C 5.674 -0.126 0.867
C 0.817 -0.933 6.493
C 3.694 2.398 -2.774
C -1.419 1.864 -4.078
C 2.789 3.446 -2.893
C -1.434 3.234 -1.607
C -0.933 3.327 -0.295
C 2.301 -2.554 2.485
C -2.862 -1.924 6.662
C 0.941 1.925 -2.532
C 0.847 -2.250 -3.336
C -2.862 -3.809 1.829
C -0.363 -3.202 -1.645
C 3.223 1.111 -2.548
C -4.062 -4.696 -0.059
C -3.916 -2.084 5.777
C 5.877 1.228 1.084
C 1.425 3.210 -2.773
C -3.644 -2.331 0.106
C -1.139 2.077 -6.483
C 4.528 -0.751 1.349
C -3.391 -4.892 1.141
C -2.063 5.420 0.004
C 3.308 -4.611 3.269
C 3.771 1.343 2.241
C 1.974 -4.633 1.273
C -3.793 2.632 2.111
C -0.446 -1.381 7.219
C -4.187 -3.414 -0.573
C -3.711 -1.874 4.420
C -2.513 2.047 -6.674
C -5.151 2.428 1.918
C -2.922 1.549 2.136
C -5.638 1.137 1.746
C -0.856 -0.310 8.244
C -0.505 -1.898 -3.520
C -1.261 4.410 0.517
C -2.801 1.809 -4.298
C 3.174 -0.218 5.148
C -0.159 -2.706 7.948
C -1.252 -2.485 -2.477
C -3.405 0.249 1.997
C -0.184 2.091 -0.051
C 2.752 -5.308 2.200
C -1.410 -1.435 4.851
C -2.458 -1.535 3.932
C 1.748 -3.269 1.423
C -1.587 -1.586 6.224
C -2.522 5.356 -1.311
C -0.601 1.990 -5.201
C -2.990 -2.513 1.324
C -3.348 1.911 -5.570
C 3.086 -3.248 3.409
C 3.134 -0.222 6.540
C -2.198 4.273 -2.129
C 1.973 -0.591 7.196
C 1.858 0.880 -2.429
C 2.056 -0.565 4.411
H 1.145 -2.770 0.681
H -4.898 -2.352 6.147
H -0.477 2.169 -7.338
H 0.727 4.036 -2.854
H -3.037 -2.065 7.723
H 0.650 -2.580 8.672
H -2.343 -3.973 2.765
H -2.322 -2.439 -2.368
H 5.057 3.027 1.927
H -1.853 1.711 2.241
H -0.886 4.468 1.535
H -1.761 -0.607 8.777
H 2.928 -6.372 2.093
H -1.047 0.641 7.745
H 3.919 -5.132 3.998
H 0.137 -3.477 7.234
H -5.161 -0.944 1.633
H 1.537 -5.154 0.429
H -0.906 -1.312 -4.336
H 1.962 -0.617 8.280
H 6.407 -0.703 0.314
H 1.848 -3.499 -1.785
H -1.047 -3.053 8.483
H -3.457 1.671 -3.441
H 1.145 2.722 1.201
H 4.015 0.046 7.109
H 3.008 1.929 2.743
H -3.274 -5.892 1.542
H 4.090 0.049 4.634
H 3.148 4.453 -3.075
H -4.423 1.867 -5.705
H -0.068 -0.159 8.985
H 1.497 -0.131 -2.292
H 6.769 1.713 0.707
H -3.724 -1.337 -0.322
H -4.473 -5.540 -0.599
H -0.645 -3.796 -0.780
H -5.826 3.275 1.876
H -4.540 -1.968 3.729
H -2.330 6.271 0.623
H -2.559 4.234 -3.151
H -3.143 6.155 -1.700
H 3.917 0.282 -2.460
H -3.405 3.638 2.206
H 4.380 -1.808 1.165
H -6.695 0.972 1.572
H 3.531 -2.723 4.246
H 4.759 2.583 -2.856
H 1.663 -1.983 -3.995
H -2.930 2.118 -7.672
H 0.476 2.011 -5.080
H -4.683 -3.256 -1.523
```

Properties
Charge: -1
Kohn-Sham gap in eV: 5.24

***

# 2
Computed, not measured: a structure of composition C63H57As2O4Ru, with ωB97M-V/def2-TZVPD.

XYZ file:
```
127
C63H57As2O4Ru ωB97M-V/def2-TZVPD
Ru -0.392 -0.358 0.537
As -1.695 -0.313 -2.717
As -2.614 0.664 1.131
O 0.720 0.034 -0.998
O 4.623 -1.124 0.803
O 4.270 -0.546 -1.364
O 1.037 -1.136 1.576
C -1.888 -2.370 4.093
C 1.282 -0.358 -4.021
C -2.434 4.255 -1.650
C 2.818 -1.720 3.043
C 3.218 -1.224 0.564
C -5.311 1.443 0.722
C -2.582 2.345 2.120
C 6.271 0.217 -0.257
C -2.190 4.590 3.711
C -1.151 3.747 -1.806
C -1.410 4.400 2.582
C -1.124 0.251 3.614
C 4.048 2.419 3.032
C -1.606 3.273 1.789
C 2.406 -0.850 1.823
C -3.340 2.066 -2.084
C 5.281 -0.914 -0.437
C 3.056 -0.325 -0.646
C 2.120 1.442 -5.378
C 3.799 1.066 2.837
C -4.542 0.425 1.284
C -7.323 0.349 1.454
C 3.308 -3.222 5.382
C 1.855 -0.610 -1.560
C 2.678 -2.797 -2.566
C -3.365 0.800 -6.475
C 2.013 -2.889 5.016
C -6.694 1.406 0.807
C -3.164 3.653 4.051
C -2.922 0.871 -5.157
C 1.754 -2.135 -1.755
C -1.210 -1.658 5.068
C -2.395 -1.588 -0.377
C -2.712 -1.517 -5.111
C -2.055 1.547 -2.225
C 0.755 -4.279 -1.225
C 3.172 3.378 2.539
C -6.560 -0.656 2.029
C -1.902 -0.415 2.656
C -3.069 -1.229 -1.665
C 2.646 -4.179 -2.693
C -0.797 -0.358 4.813
C 5.927 -2.195 -0.925
C 1.797 1.609 1.684
C 4.353 -2.822 4.564
C 0.807 -2.897 -1.091
C -3.166 -1.591 -6.420
C -3.485 -0.427 -7.110
C 2.035 2.964 1.860
C 2.030 0.077 -2.928
C 2.666 0.638 2.148
C -0.960 2.398 -2.085
C -2.597 -0.288 -4.458
C 2.863 1.891 -4.296
C -2.233 -1.752 2.899
C -5.172 -0.620 1.946
C 2.810 1.220 -3.079
C 1.322 0.314 -5.234
C -3.530 3.411 -1.793
C 1.678 -4.927 -2.031
C 1.780 -2.154 3.863
C -3.360 2.532 3.260
C 4.117 -2.084 3.410
H 3.375 4.433 2.679
H -3.253 -2.555 -6.909
H -2.164 -3.403 4.262
H -3.023 -1.853 0.465
H -0.630 5.108 2.332
H 6.769 0.430 -1.203
H 5.372 -3.081 4.824
H 0.730 -0.051 -6.066
H -0.220 0.189 5.548
H 5.738 1.109 0.078
H -0.979 3.098 0.923
H -2.828 1.837 -4.680
H -7.043 -1.473 2.551
H -0.003 -4.845 -0.696
H -3.752 3.785 4.951
H -1.571 -2.281 -0.496
H 3.499 -3.797 6.280
H 2.166 1.963 -6.327
H 1.646 -6.004 -2.143
H 3.392 1.595 -2.247
H 5.183 -2.992 -0.937
H -2.442 -2.431 -4.590
H -0.958 -2.130 6.010
H 6.749 -2.481 -0.268
H -0.773 1.257 3.430
H 0.124 -2.374 -0.447
H 0.667 -1.240 -3.925
H -4.204 1.428 -2.233
H -2.781 -2.323 2.167
H -8.403 0.313 1.514
H 7.013 -0.049 0.497
H -2.035 5.458 4.339
H 1.177 -3.204 5.631
H 3.431 -2.222 -3.088
H -3.813 -0.479 -8.140
H -2.582 5.304 -1.426
H 0.039 1.998 -2.212
H -4.096 1.791 3.549
H 6.302 -2.052 -1.939
H 3.380 -4.677 -3.316
H -4.824 2.275 0.231
H -3.295 -2.149 -2.212
H 3.493 2.766 -4.398
H 4.501 0.342 3.224
H 4.939 2.725 3.567
H 2.993 0.715 -0.316
H -3.608 1.711 -7.008
H -7.281 2.206 0.374
H 0.918 1.278 1.157
H -3.995 -0.663 -1.571
H 1.343 3.693 1.454
H -4.535 3.808 -1.699
H 0.775 -1.918 3.564
H -4.599 -1.399 2.425
H -0.294 4.404 -1.716
H 2.947 -2.249 0.297
H 4.955 -1.814 2.793
```

Properties
Spin multiplicity: 2
Kohn-Sham gap (spin up / spin down) in eV: 7.09 / 7.46

***

Calculated E in order - -98234.489; -198701.282 eV
Calculated relative energy (zero: lowest compared OMol25 entry of this formula, charge and spin) in order - 0.0000; 0.4263 eV
Calculated molar mass in order - 1017.5; 1129.1 g/mol